The following is a quantum chemistry calculation of a structure of composition C28H37N5O2S2Tc, from the Open Molecules 2025 dataset.

```
75
C28H37N5O2S2Tc, DFT ωB97M-V/def2-TZVPD
Tc 0.385 0.845 -0.595
C 3.265 -1.877 1.299
C 2.053 -1.401 0.567
N 1.919 -0.122 0.314
N 3.043 0.651 0.615
C 3.226 1.639 -0.186
S 2.043 2.074 -1.439
S 4.631 2.647 -0.125
C 5.681 1.741 1.040
C 6.086 0.341 0.636
C 6.101 -0.101 -0.681
C 6.513 -1.392 -0.985
C 6.921 -2.253 0.025
C 6.919 -1.813 1.342
C 6.500 -0.526 1.643
C 1.114 -2.347 -0.021
C 1.147 -3.709 0.348
C 0.448 -4.667 -0.344
C -0.294 -4.308 -1.474
C -0.370 -2.990 -1.857
C 0.298 -2.006 -1.124
O 0.123 -0.739 -1.537
H 4.089 -1.998 0.587
H 3.585 -1.139 2.027
H 3.095 -2.830 1.786
H 6.551 2.393 1.141
H 5.177 1.721 2.006
H 5.808 0.564 -1.485
H 6.533 -1.718 -2.016
H 7.254 -3.254 -0.214
H 7.254 -2.469 2.135
H 6.509 -0.186 2.673
H 1.738 -4.021 1.195
H 0.494 -5.699 -0.028
H -0.814 -5.066 -2.046
H -0.947 -2.679 -2.717
N -1.311 0.188 0.657
C -2.377 1.142 1.084
C -1.854 2.233 1.994
C -0.786 3.097 1.361
N 0.432 2.280 1.067
H -1.781 -0.532 0.084
H -0.987 -0.308 1.486
H -3.156 0.578 1.595
H -2.808 1.567 0.177
H -1.477 1.803 2.930
H -2.695 2.867 2.277
H -0.506 3.914 2.025
H -1.132 3.525 0.421
H 0.677 1.755 1.906
H 1.213 2.912 0.916
C -2.467 3.030 -3.249
C -1.370 2.095 -2.878
C -0.600 1.440 -3.970
O -1.130 1.896 -1.680
H -2.077 3.804 -3.913
H -2.919 3.479 -2.369
H -3.222 2.489 -3.824
H -1.289 0.997 -4.692
H 0.088 0.685 -3.601
H -0.049 2.213 -4.513
N -3.190 -1.982 -0.460
C -3.887 -1.793 0.762
C -5.094 -1.106 0.799
C -5.692 -0.820 2.018
C -5.097 -1.214 3.209
C -3.901 -1.920 3.169
C -3.297 -2.207 1.953
H -2.727 -2.882 -0.493
H -3.800 -1.904 -1.265
H -5.571 -0.799 -0.125
H -6.637 -0.293 2.036
H -5.572 -0.996 4.155
H -3.442 -2.262 4.088
H -2.370 -2.774 1.925
```

Energy relative to the best compared isomer or geometry (same formula, charge and spin), kcal per mole: 0.0
Net charge: +2
E, hartree: -2390.15844
Multiplicity: 2
HOMO energy (alpha / beta), Ha: -0.4880 / -0.4880
Frontier orbital gap (alpha / beta), eV: 5.6007 / 6.0720

The following is a quantum chemistry calculation of a structure of composition C28H37N7O4Pb, from the Open Molecules 2025 dataset.

```
77
C28H37N7O4Pb, DFT ωB97M-V/def2-TZVPD
Pb 0.933 0.322 -0.339
C 1.045 4.122 3.354
N 0.087 3.404 2.503
C 0.306 3.682 1.069
C -1.145 3.183 2.926
C -1.680 3.850 4.066
C -3.012 3.808 4.324
C -3.941 3.044 3.536
C -3.469 2.228 2.586
C -2.030 2.127 2.311
N -1.476 1.107 1.727
C -2.193 -0.112 1.720
C -2.859 -0.490 2.902
C -3.583 -1.662 2.994
C -3.668 -2.483 1.884
C -2.970 -2.157 0.730
C -2.183 -1.016 0.635
N -1.441 -0.768 -0.579
C -1.125 -2.017 -1.313
C -2.219 0.105 -1.491
H 0.918 5.203 3.258
H 0.939 3.821 4.391
H 2.046 3.860 3.019
H 0.099 4.741 0.902
H 1.345 3.483 0.815
H -0.347 3.085 0.442
H -1.058 4.523 4.635
H -3.400 4.447 5.108
H -5.002 3.143 3.717
H -4.132 1.643 1.963
H -2.733 0.123 3.782
H -4.070 -1.928 3.923
H -4.253 -3.393 1.915
H -3.034 -2.835 -0.111
H -2.013 -2.433 -1.795
H -0.400 -1.775 -2.089
H -0.695 -2.756 -0.638
H -3.165 -0.378 -1.751
H -2.416 1.065 -1.023
H -1.640 0.264 -2.395
O -0.147 2.313 -1.609
C -0.108 2.579 -2.816
C 0.394 1.746 -3.868
C 0.294 2.276 -5.168
C 0.727 1.552 -6.238
C 1.279 0.278 -6.072
C 1.391 -0.253 -4.814
C 0.959 0.454 -3.669
O 1.101 -0.130 -2.506
N 0.606 2.121 -7.591
O 0.959 1.421 -8.516
O 0.158 3.245 -7.683
H -0.507 3.550 -3.147
H -0.129 3.260 -5.331
H 1.611 -0.267 -6.945
H 1.823 -1.234 -4.668
C 4.035 -3.433 -1.352
N 3.408 -3.588 -0.048
C 3.456 -4.947 0.494
C 2.499 -2.679 0.377
N 1.941 -1.809 -0.443
N 2.201 -2.667 1.702
C 3.191 -2.992 2.724
C 0.999 -2.030 2.197
H 4.987 -3.960 -1.342
H 4.232 -2.383 -1.556
H 3.423 -3.855 -2.156
H 4.446 -5.180 0.887
H 3.224 -5.655 -0.303
H 2.720 -5.069 1.283
H 2.089 -2.031 -1.421
H 4.160 -3.167 2.266
H 2.902 -3.873 3.299
H 3.283 -2.148 3.411
H 0.251 -1.976 1.410
H 1.195 -1.025 2.591
H 0.581 -2.628 3.009
```

Energy relative to the best compared isomer or geometry (same formula, charge and spin), kcal per mole: 9.6
Net charge: +2
E, hartree: -1965.63332
Multiplicity: 1
HOMO energy, Ha: -0.4885
Frontier orbital gap, eV: 5.3564

The following is a quantum chemistry calculation of a structure of composition C28H37N8PS5V, from the Open Molecules 2025 dataset.

```
80
C28H37N8PS5V, DFT ωB97M-V/def2-TZVPD
V 0.436 -0.420 0.580
C 4.461 3.508 0.956
N 3.679 2.313 1.189
C 3.964 1.355 2.122
C 3.003 0.397 2.001
N 2.121 0.770 1.023
C 2.548 1.931 0.548
P 2.039 2.756 -0.977
C 0.513 3.593 -0.505
N -0.306 3.235 0.454
C -1.333 4.127 0.425
C -1.131 5.036 -0.576
N 0.054 4.696 -1.167
C 0.668 5.367 -2.291
C 1.424 1.336 -1.911
N 0.640 0.350 -1.498
C 0.509 -0.502 -2.557
C 1.193 -0.011 -3.627
N 1.781 1.149 -3.208
C 2.658 1.967 -4.018
H 5.187 3.592 1.762
H 4.986 3.449 0.003
H 3.825 4.392 0.969
H 4.813 1.434 2.774
H 2.866 -0.530 2.528
H -2.152 4.069 1.121
H -1.707 5.878 -0.914
H 0.100 6.271 -2.502
H 1.695 5.640 -2.052
H 0.658 4.732 -3.178
H -0.049 -1.419 -2.462
H 1.333 -0.388 -4.621
H 2.899 1.403 -4.917
H 2.172 2.900 -4.304
H 3.580 2.186 -3.481
C -3.518 -3.983 -3.408
C -4.246 -2.645 -3.416
S -3.136 -1.242 -3.169
C -3.657 -0.575 -1.576
C -3.508 -1.520 -0.397
S -1.816 -1.803 0.190
C -1.531 -3.560 0.097
C -1.519 -4.164 -1.294
S -3.180 -4.733 -1.802
H -2.588 -3.916 -3.977
H -4.139 -4.720 -3.922
H -5.040 -2.629 -2.669
H -4.723 -2.506 -4.388
H -4.701 -0.259 -1.658
H -3.058 0.330 -1.438
H -3.926 -2.500 -0.657
H -4.099 -1.143 0.441
H -2.241 -4.076 0.746
H -0.539 -3.644 0.556
H -0.871 -5.041 -1.280
H -1.114 -3.461 -2.029
C 3.197 -4.312 0.924
C 2.203 -3.204 1.160
S 1.794 -2.239 -0.265
C 1.674 -2.978 2.379
C 2.051 -3.813 3.574
S 0.520 -1.676 2.693
H 3.457 -4.373 -0.131
H 2.803 -5.284 1.225
H 4.123 -4.158 1.485
H 2.240 -4.853 3.308
H 1.256 -3.792 4.319
H 2.956 -3.438 4.061
N -5.446 0.619 3.891
C -4.322 0.816 3.757
C -2.918 1.061 3.575
C -2.181 1.769 4.515
C -0.839 1.974 4.259
C -0.299 1.472 3.084
N -1.006 0.791 2.179
C -2.287 0.581 2.429
H -2.648 2.139 5.417
H -0.210 2.506 4.957
H 0.745 1.619 2.854
H -2.840 0.003 1.704
```

Energy relative to the best compared isomer or geometry (same formula, charge and spin), kcal per mole: 18.4
E, hartree: -4803.55456
Multiplicity: 4
HOMO energy (alpha / beta), Ha: -0.1880 / -0.2009
Frontier orbital gap (alpha / beta), eV: 5.2090 / 5.5549

The following is a quantum chemistry calculation of a structure of composition C28H38AuBFN7S4, from the Open Molecules 2025 dataset.

```
80
C28H38AuBFN7S4, DFT ωB97M-V/def2-TZVPD
Au -0.450 -0.351 0.232
C 3.062 0.927 4.644
C 3.713 -0.205 3.853
C 2.983 -1.535 4.028
C 5.146 -0.379 4.357
N 3.753 0.162 2.398
C 4.914 0.284 1.659
C 4.554 0.600 0.407
N 3.167 0.674 0.338
B 2.598 0.922 -1.121
N 1.809 2.227 -1.426
C 2.100 2.850 -2.628
C 1.236 3.858 -2.802
N 0.382 3.865 -1.707
C 0.755 2.863 -0.874
S 0.057 2.486 0.644
C -0.724 4.872 -1.638
C -1.715 4.611 -0.511
C -1.488 4.801 -2.964
C -0.084 6.246 -1.445
N 1.963 -0.367 -1.749
C 2.790 -1.456 -1.951
C 2.116 -2.364 -2.671
N 0.866 -1.833 -2.946
C 0.768 -0.633 -2.329
S -0.626 0.371 -2.170
C -0.113 -2.610 -3.777
C 0.595 -2.968 -5.088
C -0.502 -3.865 -3.000
C -1.371 -1.823 -4.118
C 2.700 0.404 1.579
S 1.082 0.359 2.158
H 3.126 0.689 5.706
H 2.013 1.063 4.389
H 3.589 1.866 4.469
H 3.047 -1.831 5.076
H 3.445 -2.309 3.415
H 1.934 -1.476 3.751
H 5.092 -0.630 5.415
H 5.730 0.538 4.264
H 5.663 -1.194 3.850
H 5.893 0.134 2.065
H 5.170 0.781 -0.452
H 3.610 1.071 -1.750
H 2.901 2.510 -3.258
H 1.161 4.570 -3.600
H -2.163 3.621 -0.583
H -2.507 5.355 -0.610
H -1.266 4.724 0.473
H -1.842 3.784 -3.142
H -0.884 5.111 -3.815
H -2.350 5.465 -2.912
H 0.472 6.277 -0.507
H -0.862 7.009 -1.411
H 0.598 6.492 -2.260
H 3.782 -1.502 -1.540
H 2.409 -3.349 -2.980
H 1.459 -3.613 -4.932
H 0.922 -2.066 -5.607
H -0.104 -3.503 -5.731
H 0.354 -4.480 -2.729
H -1.183 -4.459 -3.611
H -1.012 -3.594 -2.074
H -1.155 -0.901 -4.659
H -1.957 -1.579 -3.237
H -1.968 -2.470 -4.763
F -5.961 -2.514 2.043
C -4.756 -2.059 1.625
C -4.567 -0.698 1.503
C -3.326 -0.239 1.070
C -2.307 -1.138 0.785
C -2.524 -2.503 0.909
C -3.764 -2.972 1.334
H -5.374 -0.018 1.737
H -3.170 0.827 0.954
H -1.732 -3.208 0.696
H -3.958 -4.030 1.444
S 1.106 -2.548 0.810
C 1.308 -3.878 -0.194
N 1.480 -4.794 -0.887
```

Energy relative to the best compared isomer or geometry (same formula, charge and spin), kcal per mole: 34.2
E, hartree: -3326.26110
Multiplicity: 3
HOMO energy (alpha / beta), Ha: -0.2608 / -0.2609
Frontier orbital gap (alpha / beta), eV: 7.4307 / 5.1593

The following is a quantum chemistry calculation of a structure of composition C28H38BN5P2W in a non-equilibrium geometry, from the Open Molecules 2025 dataset.

```
75
C28H38BN5P2W, DFT ωB97M-V/def2-TZVPD
W 0.092 0.712 2.742
C -1.886 1.859 -4.851
C -1.980 0.597 -4.410
C -1.202 -0.581 -4.894
C 0.225 -0.304 -5.420
C 1.057 0.571 -4.524
C 1.127 1.899 -4.562
C 0.400 2.800 -5.524
C -1.013 2.350 -5.964
C 1.669 0.517 4.176
H -2.533 2.645 -4.454
H -2.740 0.333 -3.675
H -1.767 -1.082 -5.695
H -1.138 -1.309 -4.072
H 0.734 -1.281 -5.475
H 0.174 0.097 -6.437
H 1.687 -0.009 -3.840
H 1.820 2.440 -3.910
H 1.003 2.937 -6.436
H 0.323 3.798 -5.068
H -1.507 3.243 -6.380
H -0.935 1.612 -6.769
H 1.232 1.247 4.897
H 2.669 0.878 3.901
H 1.753 -0.473 4.650
P 1.665 -0.340 1.465
P -1.241 -0.648 1.460
N 2.855 0.865 0.879
N 2.784 -1.684 2.112
N -2.204 0.544 0.559
N -2.626 -1.606 1.949
C 0.999 -1.056 -0.073
C -0.394 -1.664 0.205
C 2.738 2.205 1.226
C 3.719 2.921 0.551
C 4.461 1.992 -0.241
C 3.911 0.729 -0.014
C 3.749 -1.585 3.118
C 4.522 -2.737 3.130
C 4.027 -3.579 2.094
C 2.949 -2.925 1.508
C -2.234 1.895 0.912
C -2.581 2.628 -0.217
C -2.762 1.705 -1.292
C -2.546 0.431 -0.782
C -3.684 -1.974 1.114
C -4.499 -2.862 1.792
C -3.923 -3.077 3.083
C -2.770 -2.300 3.150
H 1.719 -1.801 -0.446
H 0.941 -0.246 -0.826
H -1.008 -1.719 -0.710
H -0.303 -2.681 0.636
H 1.967 2.531 1.920
H 3.868 3.990 0.622
H 5.277 2.229 -0.903
H 4.173 -0.247 -0.390
H 3.782 -0.732 3.776
H 5.336 -2.952 3.811
H 4.397 -4.543 1.801
H 2.275 -3.240 0.733
H -2.090 2.216 1.943
H -2.681 3.699 -0.282
H -2.990 1.943 -2.315
H -2.643 -0.544 -1.244
H -3.785 -1.535 0.136
H -5.397 -3.321 1.403
H -4.303 -3.725 3.856
H -2.058 -2.165 3.946
B -2.381 -0.172 6.578
C -1.638 0.005 5.269
N -1.039 0.218 4.276
H -2.161 -1.300 6.961
H -3.573 0.079 6.425
H -1.863 0.639 7.333
```

Energy relative to the best compared isomer or geometry (same formula, charge and spin), kcal per mole: 0.0
Net charge: +2
E, hartree: -2137.29602
Multiplicity: 3
HOMO energy (alpha / beta), Ha: -0.4863 / -0.4862
Frontier orbital gap (alpha / beta), eV: 3.7388 / 3.2601

The following is a quantum chemistry calculation of a structure of composition C28H38BiN7O4PS3Sb, from the Open Molecules 2025 dataset.

```
83
C28H38BiN7O4PS3Sb, DFT ωB97M-V/def2-TZVPD
Bi 0.834 0.932 0.112
O 3.951 3.048 2.423
C 2.837 2.303 2.092
O 2.514 2.326 0.796
C 3.040 0.917 2.696
C 3.489 0.726 4.004
C 3.624 -0.567 4.455
C 3.319 -1.628 3.604
C 2.892 -1.345 2.324
N 2.759 -0.088 1.887
C 2.584 -2.379 1.266
O 2.470 -3.658 1.651
O 2.380 -2.072 0.126
H 3.936 3.851 1.883
H 3.726 1.580 4.624
H 3.970 -0.761 5.463
H 3.443 -2.644 3.959
H 2.599 -3.757 2.599
C -2.379 1.374 3.774
C -3.413 2.012 3.115
C -3.501 1.919 1.735
C -2.542 1.187 1.051
N -1.509 0.615 1.685
C -1.438 0.703 3.011
C -2.627 0.958 -0.422
C -3.818 1.144 -1.112
C -3.868 0.883 -2.470
C -2.737 0.408 -3.108
C -1.594 0.230 -2.351
N -1.529 0.510 -1.048
H -2.285 1.414 4.852
H -4.151 2.578 3.670
H -4.294 2.429 1.206
H -0.583 0.219 3.472
H -4.705 1.473 -0.590
H -4.789 1.035 -3.018
H -2.739 0.174 -4.165
H -0.689 -0.171 -2.796
S 2.537 5.302 0.495
Sb 0.517 4.614 1.481
S -0.270 3.193 -0.314
S 1.268 2.970 3.103
C 2.098 3.041 -4.620
C 1.395 2.775 -3.286
P 2.072 1.371 -2.337
C 2.119 -0.012 -3.540
C 2.017 -1.412 -2.923
C 3.803 1.818 -1.995
C 4.575 0.709 -1.277
H 1.563 3.822 -5.160
H 2.127 2.158 -5.261
H 3.121 3.389 -4.471
H 0.331 2.572 -3.435
H 1.451 3.646 -2.634
H 3.045 0.093 -4.109
H 1.292 0.162 -4.232
H 2.895 -1.659 -2.328
H 1.920 -2.159 -3.712
H 1.155 -1.511 -2.256
H 3.766 2.718 -1.380
H 4.269 2.066 -2.950
H 4.124 0.484 -0.310
H 5.604 1.025 -1.107
H 4.601 -0.212 -1.864
C -4.628 -2.088 0.911
C -4.458 -3.467 0.274
C -4.518 -3.387 -1.253
C -3.187 -4.157 0.783
N -1.986 -3.313 0.767
C -1.129 -3.070 1.764
N -0.186 -2.273 1.331
N -0.485 -2.042 0.028
N -1.552 -2.672 -0.323
H -5.612 -1.680 0.672
H -3.876 -1.395 0.526
H -4.535 -2.128 2.001
H -5.275 -4.108 0.614
H -3.699 -2.782 -1.643
H -5.461 -2.934 -1.567
H -4.457 -4.380 -1.704
H -2.979 -5.055 0.201
H -3.322 -4.448 1.822
H -1.229 -3.466 2.764
```

Energy relative to the best compared isomer or geometry (same formula, charge and spin), kcal per mole: 25.9
Net charge: +1
E, hartree: -3764.67953
Multiplicity: 2
HOMO energy (alpha / beta), Ha: -0.3875 / -0.3874
Frontier orbital gap (alpha / beta), eV: 7.9317 / 6.2388

Repeat the sixth record exactly.
The following is a quantum chemistry calculation of a structure of composition C28H38BiN7O4PS3Sb, from the Open Molecules 2025 dataset.

```
83
C28H38BiN7O4PS3Sb, DFT ωB97M-V/def2-TZVPD
Bi 0.834 0.932 0.112
O 3.951 3.048 2.423
C 2.837 2.303 2.092
O 2.514 2.326 0.796
C 3.040 0.917 2.696
C 3.489 0.726 4.004
C 3.624 -0.567 4.455
C 3.319 -1.628 3.604
C 2.892 -1.345 2.324
N 2.759 -0.088 1.887
C 2.584 -2.379 1.266
O 2.470 -3.658 1.651
O 2.380 -2.072 0.126
H 3.936 3.851 1.883
H 3.726 1.580 4.624
H 3.970 -0.761 5.463
H 3.443 -2.644 3.959
H 2.599 -3.757 2.599
C -2.379 1.374 3.774
C -3.413 2.012 3.115
C -3.501 1.919 1.735
C -2.542 1.187 1.051
N -1.509 0.615 1.685
C -1.438 0.703 3.011
C -2.627 0.958 -0.422
C -3.818 1.144 -1.112
C -3.868 0.883 -2.470
C -2.737 0.408 -3.108
C -1.594 0.230 -2.351
N -1.529 0.510 -1.048
H -2.285 1.414 4.852
H -4.151 2.578 3.670
H -4.294 2.429 1.206
H -0.583 0.219 3.472
H -4.705 1.473 -0.590
H -4.789 1.035 -3.018
H -2.739 0.174 -4.165
H -0.689 -0.171 -2.796
S 2.537 5.302 0.495
Sb 0.517 4.614 1.481
S -0.270 3.193 -0.314
S 1.268 2.970 3.103
C 2.098 3.041 -4.620
C 1.395 2.775 -3.286
P 2.072 1.371 -2.337
C 2.119 -0.012 -3.540
C 2.017 -1.412 -2.923
C 3.803 1.818 -1.995
C 4.575 0.709 -1.277
H 1.563 3.822 -5.160
H 2.127 2.158 -5.261
H 3.121 3.389 -4.471
H 0.331 2.572 -3.435
H 1.451 3.646 -2.634
H 3.045 0.093 -4.109
H 1.292 0.162 -4.232
H 2.895 -1.659 -2.328
H 1.920 -2.159 -3.712
H 1.155 -1.511 -2.256
H 3.766 2.718 -1.380
H 4.269 2.066 -2.950
H 4.124 0.484 -0.310
H 5.604 1.025 -1.107
H 4.601 -0.212 -1.864
C -4.628 -2.088 0.911
C -4.458 -3.467 0.274
C -4.518 -3.387 -1.253
C -3.187 -4.157 0.783
N -1.986 -3.313 0.767
C -1.129 -3.070 1.764
N -0.186 -2.273 1.331
N -0.485 -2.042 0.028
N -1.552 -2.672 -0.323
H -5.612 -1.680 0.672
H -3.876 -1.395 0.526
H -4.535 -2.128 2.001
H -5.275 -4.108 0.614
H -3.699 -2.782 -1.643
H -5.461 -2.934 -1.567
H -4.457 -4.380 -1.704
H -2.979 -5.055 0.201
H -3.322 -4.448 1.822
H -1.229 -3.466 2.764
```

Energy relative to the best compared isomer or geometry (same formula, charge and spin), kcal per mole: 25.9
Net charge: +1
E, hartree: -3764.67953
Multiplicity: 2
HOMO energy (alpha / beta), Ha: -0.3875 / -0.3874
Frontier orbital gap (alpha / beta), eV: 7.9317 / 6.2388